Record 1
Here is a molecular structure, C33H40FN6O10PSbScSe4 in a non-equilibrium geometry from the OMol25 dataset. Energies are from wB97M-V/def2-TZVPD.

Geometry (Å):
Sc 1.016 1.134 0.475
O -0.703 -1.144 -3.663
C -0.052 -0.550 -2.661
O -0.177 0.617 -2.384
C 0.849 -1.472 -1.920
C 0.844 -2.833 -2.163
C 1.736 -3.631 -1.471
C 2.616 -3.030 -0.594
C 2.527 -1.659 -0.400
N 1.657 -0.874 -1.037
C 3.454 -0.923 0.511
O 4.177 -1.626 1.361
O 3.589 0.274 0.373
H -1.332 -0.516 -4.041
H 0.138 -3.251 -2.864
H 1.738 -4.703 -1.603
H 3.337 -3.614 -0.043
H 3.688 -2.420 1.739
C 6.036 -0.435 3.784
C 5.758 0.960 4.324
N 4.452 1.483 3.899
C 4.381 2.191 2.763
C 3.204 2.571 2.195
C 3.184 3.203 0.829
O 3.899 4.157 0.583
O 2.315 2.680 0.020
C 1.981 2.309 2.864
O 0.848 2.437 2.291
C 2.078 1.751 4.188
C 0.939 1.528 4.973
C 0.981 0.662 6.021
F -0.123 0.564 6.794
C 2.116 -0.168 6.250
C 3.284 0.226 5.611
C 3.292 1.184 4.596
N 2.130 -1.371 6.962
C 3.044 -2.346 6.327
C 2.780 -3.816 6.596
N 1.332 -4.056 6.720
C 0.854 -3.307 7.905
C 0.878 -1.826 7.582
H 7.001 -0.789 4.148
H 6.053 -0.426 2.695
H 5.267 -1.148 4.081
H 6.508 1.660 3.960
H 5.797 0.996 5.412
H 5.320 2.391 2.264
H 0.003 1.995 4.703
H 4.190 -0.313 5.826
H 4.073 -2.162 6.648
H 3.004 -2.204 5.242
H 3.247 -4.159 7.521
H 3.165 -4.383 5.749
H 1.122 -5.050 6.785
H 0.765 -3.699 5.850
H 1.499 -3.567 8.746
H -0.168 -3.602 8.134
H 0.709 -1.279 8.511
H 0.038 -1.638 6.917
Se 2.676 -4.017 2.911
Sb 0.422 -3.131 2.480
Se 0.877 -0.578 2.277
Se -0.835 -4.035 0.664
Se -0.812 -3.080 4.612
O -7.535 -0.129 -0.819
C -6.626 0.229 -1.842
N -5.838 -0.856 -2.347
C -4.638 -1.366 -1.909
O -4.077 -2.213 -2.581
C -4.010 -0.830 -0.664
C -4.676 -0.312 0.442
C -3.924 0.144 1.510
C -2.540 0.084 1.435
N -1.892 -0.436 0.396
C -2.620 -0.901 -0.609
H -8.124 -0.815 -1.148
H -5.981 0.991 -1.409
H -7.161 0.666 -2.689
H -6.159 -1.324 -3.181
H -5.756 -0.297 0.489
H -4.401 0.532 2.400
H -1.917 0.429 2.254
H -2.100 -1.385 -1.426
C -2.155 4.139 -1.440
P -0.485 3.686 -0.952
C 0.128 4.961 0.161
C 0.523 3.708 -2.439
O -0.544 2.326 -0.292
H -2.173 5.102 -1.950
H -2.783 4.186 -0.550
H -2.538 3.363 -2.103
H -0.332 5.925 -0.056
H 1.211 5.035 0.070
H -0.115 4.654 1.179
H 0.358 4.632 -2.995
H 0.250 2.852 -3.052
H 1.569 3.633 -2.142

The LUMO energy comes out at -0.15 eV. The highest occupied orbital energy is -6.6 eV. Its gap between HOMO and LUMO is 0.2357 Ha.

Atomic charges from the Mulliken analysis, expressed in e, are listed below: atom 1 (Sc): -0.0895, atom 2 (O): -0.4839, atom 3 (C): -0.3984, atom 4 (O): -0.3127, atom 5 (C): 0.9209, atom 6 (C): -0.6663, atom 7 (C): -0.9020, atom 8 (C): -0.4563, atom 9 (C): 0.4341, atom 10 (N): 0.2339, atom 11 (C): 0.5106, atom 12 (O): -0.3827, atom 13 (O): -0.6280, atom 14 (H): 0.4373, atom 15 (H): 0.5026, atom 16 (H): 0.4231, atom 17 (H): 0.6652, atom 18 (H): -0.1738, atom 19 (C): -0.6568, atom 20 (C): -1.1867, atom 21 (N): 0.3094, atom 22 (C): -0.2139, atom 23 (C): -0.2011, atom 24 (C): 0.0416, atom 25 (O): -0.7314, atom 26 (O): -0.1912, atom 27 (C): 1.5680, atom 28 (O): -0.9004, atom 29 (C): 0.0489, atom 30 (C): -0.8372, atom 31 (C): 0.4742, atom 32 (F): -0.3837, atom 33 (C): -0.9295, atom 34 (C): -0.4823, atom 35 (C): 1.0214, atom 36 (N): 0.0685, atom 37 (C): 0.3103, atom 38 (C): -1.1905, atom 39 (N): 0.5465, atom 40 (C): -0.9116, atom 41 (C): -0.4544, atom 42 (H): 0.4587, atom 43 (H): 0.2379, atom 44 (H): 0.0614, atom 45 (H): 0.5017, atom 46 (H): 0.4707, atom 47 (H): 0.4299, atom 48 (H): 0.4264, atom 49 (H): 0.5035, atom 50 (H): 0.1511, atom 51 (H): 0.0842, atom 52 (H): 0.3974, atom 53 (H): 0.3303, atom 54 (H): 0.3975, atom 55 (H): -0.5103, atom 56 (H): 0.4386, atom 57 (H): 0.3444, atom 58 (H): 0.3910, atom 59 (H): 0.3208, atom 60 (Se): -0.8187, atom 61 (Sb): 0.8568, atom 62 (Se): 0.7057, atom 63 (Se): -0.5789, atom 64 (Se): -0.7334, atom 65 (O): -0.5274, atom 66 (C): -0.6937, atom 67 (N): -0.0980, atom 68 (C): 0.0145, atom 69 (O): -0.6669, atom 70 (C): -0.0859, atom 71 (C): -0.0095, atom 72 (C): -1.4809, atom 73 (C): -0.3192, atom 74 (N): 0.5899, atom 75 (C): -0.6664, atom 76 (H): 0.3072, atom 77 (H): 0.4889, atom 78 (H): 0.3600, atom 79 (H): 0.2597, atom 80 (H): 0.7511, atom 81 (H): 0.5097, atom 82 (H): 0.3943, atom 83 (H): 0.5447, atom 84 (C): -1.2498, atom 85 (P): 1.5949, atom 86 (C): -1.2321, atom 87 (C): -1.1680, atom 88 (O): -0.2857, atom 89 (H): 0.4234, atom 90 (H): 0.3470, atom 91 (H): 0.2988, atom 92 (H): 0.5435, atom 93 (H): 0.2752, atom 94 (H): 0.1994, atom 95 (H): 0.4609, atom 96 (H): 0.2125, atom 97 (H): 0.2892

Record 2
Here is a molecular structure, C36H41ClCrGeN6O7P in a non-equilibrium geometry from the OMol25 dataset. Energies are from wB97M-V/def2-TZVPD.

Geometry (Å):
Cr -0.516 0.863 -0.074
N -1.184 3.160 1.477
C -0.846 2.795 2.854
C 0.142 1.608 2.877
O 0.701 1.316 3.915
O 0.281 0.994 1.747
H -0.375 3.591 1.042
H -1.945 3.830 1.445
H -1.747 2.474 3.382
H -0.383 3.606 3.423
C 5.214 1.672 2.521
C 4.589 0.947 3.525
C 3.557 0.072 3.218
C 3.143 -0.094 1.901
C 3.760 0.658 0.903
C 4.798 1.527 1.206
Ge 1.596 -1.261 1.445
C 0.875 -2.005 3.161
C -0.375 -1.687 3.678
C -0.836 -2.276 4.847
C -0.039 -3.188 5.523
C 1.214 -3.510 5.023
C 1.662 -2.929 3.845
C 2.372 -2.951 0.662
C 1.527 -4.052 0.529
C 1.944 -5.205 -0.118
C 3.223 -5.270 -0.656
C 4.077 -4.184 -0.529
C 3.648 -3.030 0.112
H 6.010 2.365 2.764
H 4.898 1.071 4.556
H 3.056 -0.467 4.011
H 3.405 0.582 -0.120
H 5.275 2.099 0.419
H -0.995 -0.957 3.169
H -1.817 -2.020 5.230
H -0.391 -3.646 6.439
H 1.844 -4.216 5.550
H 2.637 -3.194 3.451
H 0.529 -4.006 0.959
H 1.274 -6.052 -0.204
H 3.552 -6.161 -1.175
H 5.080 -4.239 -0.934
H 4.320 -2.183 0.207
N -0.004 -2.242 -2.244
C 0.620 -2.799 -3.302
C 1.874 -2.242 -3.356
C 1.907 -1.338 -2.279
N 0.765 -1.345 -1.615
H -0.969 -2.351 -1.977
H 0.144 -3.532 -3.930
H 2.662 -2.461 -4.054
H 2.709 -0.685 -1.977
Cl -2.850 -4.021 1.122
C -2.984 -2.306 1.210
C -4.072 -1.709 1.826
C -4.105 -0.322 1.847
C -3.080 0.398 1.267
N -2.022 -0.188 0.687
C -1.985 -1.525 0.668
H -4.852 -2.305 2.278
H -4.929 0.201 2.310
H -3.080 1.479 1.256
H -1.102 -1.973 0.228
C -2.006 4.458 -3.877
O -2.717 3.609 -2.991
P -2.150 3.415 -1.437
O -2.087 4.977 -0.942
C -0.805 5.584 -0.813
O -3.600 3.123 -0.770
C -4.412 2.072 -1.304
H -2.207 5.505 -3.640
H -2.360 4.246 -4.886
H -0.928 4.281 -3.832
H -0.745 6.066 0.164
H -0.679 6.347 -1.583
H 0.004 4.852 -0.910
H -5.291 2.007 -0.665
H -3.885 1.115 -1.307
H -4.722 2.306 -2.322
C -2.369 0.019 -5.341
N -1.447 0.515 -4.334
C -0.373 1.273 -4.662
C 0.468 1.770 -3.725
C 0.144 1.513 -2.362
O 0.758 1.964 -1.351
N -0.934 0.746 -2.061
C -1.718 0.178 -2.999
O -2.631 -0.602 -2.742
H -2.014 0.301 -6.329
H -3.361 0.438 -5.172
H -2.448 -1.064 -5.272
H -0.227 1.462 -5.716
H 1.346 2.340 -3.984

Its multiplicity is 6. The LUMO energy (spin up / spin down) comes out at -0.06 / -0.32 eV. The highest occupied orbital energy (spin up / spin down) is -6.5 / -8.3 eV. Its gap between HOMO and LUMO (spin up / spin down) is 0.2357 / 0.2944 Ha.

Atomic charges from the Mulliken analysis, expressed in e, are listed below: atom 1 (Cr): 0.7480, atom 2 (N): -0.2656, atom 3 (C): -1.3110, atom 4 (C): 0.2129, atom 5 (O): -0.6087, atom 6 (O): 0.5796, atom 7 (H): 0.0886, atom 8 (H): 0.2621, atom 9 (H): 0.3263, atom 10 (H): 0.4502, atom 11 (C): -0.5335, atom 12 (C): -0.7522, atom 13 (C): -0.1837, atom 14 (C): -0.0109, atom 15 (C): -0.0845, atom 16 (C): -0.7509, atom 17 (Ge): 1.7467, atom 18 (C): 0.0525, atom 19 (C): 0.1119, atom 20 (C): -0.9639, atom 21 (C): -0.6435, atom 22 (C): -0.6426, atom 23 (C): -0.4320, atom 24 (C): -0.5592, atom 25 (C): 0.0351, atom 26 (C): -0.7190, atom 27 (C): -0.5736, atom 28 (C): -0.6802, atom 29 (C): -0.1678, atom 30 (H): 0.3749, atom 31 (H): 0.3926, atom 32 (H): 0.3387, atom 33 (H): 0.1365, atom 34 (H): 0.4148, atom 35 (H): 0.1560, atom 36 (H): 0.4244, atom 37 (H): 0.3802, atom 38 (H): 0.4195, atom 39 (H): 0.4349, atom 40 (H): 0.3262, atom 41 (H): 0.4393, atom 42 (H): 0.3726, atom 43 (H): 0.4275, atom 44 (H): 0.3368, atom 45 (N): 0.0314, atom 46 (C): -0.9076, atom 47 (C): -1.0009, atom 48 (C): -0.1933, atom 49 (N): 0.8240, atom 50 (H): 0.0439, atom 51 (H): 0.5230, atom 52 (H): 0.5375, atom 53 (H): 0.2434, atom 54 (Cl): -0.2249, atom 55 (C): 0.0397, atom 56 (C): -0.5142, atom 57 (C): -1.2072, atom 58 (C): -0.5227, atom 59 (N): 1.3701, atom 60 (C): -0.0452, atom 61 (H): 0.4743, atom 62 (H): 0.5301, atom 63 (H): 0.5769, atom 64 (H): -0.4728, atom 65 (C): -0.8370, atom 66 (O): -0.3207, atom 67 (P): 0.5118, atom 68 (O): -0.3160, atom 69 (C): -0.7786, atom 70 (O): -0.4063, atom 71 (C): -0.6067, atom 72 (H): 0.2761, atom 73 (H): 0.2288, atom 74 (H): 0.3643, atom 75 (H): 0.2610, atom 76 (H): 0.2769, atom 77 (H): 0.3323, atom 78 (H): 0.3123, atom 79 (H): 0.1467, atom 80 (H): 0.2450, atom 81 (C): -1.0259, atom 82 (N): 0.4549, atom 83 (C): -0.0375, atom 84 (C): -1.6402, atom 85 (C): 2.0914, atom 86 (O): -0.7814, atom 87 (N): 0.4300, atom 88 (C): -0.5554, atom 89 (O): -0.7590, atom 90 (H): 0.3798, atom 91 (H): 0.2909, atom 92 (H): 0.2876, atom 93 (H): 0.4444, atom 94 (H): 0.5188

Record 3
Here is 2 unconnected molecules or ions with the total composition C8H19IOSi in a non-equilibrium geometry from the OMol25 dataset. Energies are from wB97M-V/def2-TZVPD.

Geometry (Å):
C 3.916 -1.591 -1.538
C -1.685 -1.145 2.721
C 0.344 -1.232 1.136
C -2.243 2.618 0.477
C -0.445 2.150 -1.297
C 2.645 -1.312 -2.311
C -1.141 -1.337 1.272
C -1.122 1.720 0.154
O 1.892 -0.271 -1.839
Si -1.815 -0.109 0.072
I -4.171 -0.417 -0.458
H 4.849 -2.006 -1.997
H 4.092 -0.483 -1.233
H 3.816 -1.948 -0.561
H -2.770 -0.895 2.646
H -1.464 -1.971 3.438
H -1.329 -0.044 3.118
H 0.690 -0.179 0.736
H 0.729 -1.923 0.384
H 0.753 -1.386 2.155
H -2.654 2.412 1.490
H -1.883 3.647 0.254
H -3.029 2.582 -0.344
H 0.368 1.490 -1.247
H -0.347 3.268 -1.262
H -1.219 1.943 -2.097
H 2.012 -2.196 -2.479
H 2.928 -0.861 -3.316
H -1.403 -2.273 0.981
H -0.314 1.748 0.947

The LUMO energy (spin up / spin down) comes out at -0.11 / -1.48 eV. The highest occupied orbital energy (spin up / spin down) is -9.4 / -6.4 eV. Its gap between HOMO and LUMO (spin up / spin down) is 0.3409 / 0.1822 Ha.

Atomic charges from the Mulliken analysis, expressed in e, are listed below: atom 1 (C): -0.9833, atom 2 (C): -1.2680, atom 3 (C): -1.0167, atom 4 (C): -1.4522, atom 5 (C): -0.8519, atom 6 (C): -0.2080, atom 7 (C): 0.3519, atom 8 (C): 0.3384, atom 9 (O): -0.2986, atom 10 (Si): -0.3043, atom 11 (I): -0.1737, atom 12 (H): 0.2979, atom 13 (H): 0.2462, atom 14 (H): 0.3421, atom 15 (H): 0.3175, atom 16 (H): 0.3669, atom 17 (H): 0.2586, atom 18 (H): 0.1853, atom 19 (H): 0.2223, atom 20 (H): 0.3221, atom 21 (H): 0.3462, atom 22 (H): 0.3637, atom 23 (H): 0.2964, atom 24 (H): 0.0870, atom 25 (H): 0.3917, atom 26 (H): 0.2885, atom 27 (H): 0.2870, atom 28 (H): 0.2948, atom 29 (H): 0.5130, atom 30 (H): 0.4389

Record 4
Here is C3H4O3 in the gas phase in a non-equilibrium geometry from the OMol25 dataset. Energies are from wB97M-V/def2-TZVPD.

Geometry (Å):
O -0.157 -1.185 -1.173
C 0.189 -0.105 -0.376
C 1.139 -0.353 0.730
O 1.723 0.646 1.094
C -1.024 0.659 0.063
O -2.099 0.424 -0.438
H -1.128 -1.111 -1.303
H 0.896 0.889 -0.576
H 1.320 -1.326 1.179
H -0.859 1.461 0.798

The LUMO energy comes out at 0.16 eV. Its SMILES is O=CC(O)C=O. The highest occupied orbital energy is -10.6 eV. Its gap between HOMO and LUMO is 0.3950 Ha.

Atomic charges from the Mulliken analysis, expressed in e, are listed below: atom 1 (O): -0.5693, atom 2 (C): 0.1555, atom 3 (C): -0.0459, atom 4 (O): -0.4798, atom 5 (C): 0.0722, atom 6 (O): -0.5211, atom 7 (H): 0.3639, atom 8 (H): 0.2383, atom 9 (H): 0.4016, atom 10 (H): 0.3845